No. 1
# C4H19NO6

A 6-piece molecular cluster, C4H19NO6 overall at a distorted geometry (wB97M-V/def2-TZVPD, the Open Molecules 2025 dataset).

Output
highest occupied orbital energy: -9.903 eV
ΔE to the lowest compared entry with this formula, charge and spin: 2.906 eV
spin multiplicity: 1
HOMO-LUMO gap: 9.938 eV
structure (SMILES): CCNC(C)=O.O.O.O.O.O
LUMO level: 0.00132 hartree
energy: -18229.5050 eV

```
30
C4H19NO6 | the Open Molecules 2025 dataset | wB97M-V/def2-TZVPD
C -0.78273 -1.70486 1.68153
C 0.00270 -1.22899 0.34208
N -0.79428 -0.69753 -0.71993
C -0.73981 0.65720 -1.17322
C 0.43129 1.61535 -0.99165
O -1.72227 1.10946 -1.72507
H -0.30933 -2.60096 2.15338
H -1.79239 -2.15288 1.60635
H -0.83501 -1.00155 2.48584
H 0.68869 -0.46522 0.79095
H 0.62137 -2.12160 0.00851
H -1.71018 -1.06913 -0.85218
H 0.54542 2.50727 -1.67760
H 0.37632 1.97784 0.08307
H 1.39853 1.28751 -1.13825
O 4.24160 -0.12422 1.40216
H 3.94368 -1.06423 1.36179
H 3.79503 0.41008 1.91439
O -1.69291 2.33265 3.01077
H -1.88922 1.38294 2.63526
H -2.11666 3.05566 2.40179
O 3.34014 1.54943 -1.26664
H 3.70381 1.21493 -0.46366
H 4.04063 1.24953 -1.93354
O -0.53962 -3.48683 -2.87542
H 0.41713 -3.72166 -2.69874
H -0.48730 -2.73114 -2.26724
O -4.30282 1.37506 -0.40086
H -4.01854 0.45207 -0.81756
H -3.81325 1.99381 -0.87630
```

Löwdin population analysis, charges in e, atoms 1 to 8: -0.076 -0.230 0.032 -0.455 -0.010 0.031 0.070 0.069

***

No. 2
# C4H20HgO7

C4H20HgO7 as an isolated structure at a distorted geometry (wB97M-V/def2-TZVPD, the Open Molecules 2025 dataset).

Output
highest occupied orbital energy: -7.831 eV
ΔE to the lowest compared entry with this formula, charge and spin: 0.000 eV
spin multiplicity: 1
HOMO-LUMO gap: 7.857 eV
LUMO level: 0.00098 hartree
energy: -22976.9503 eV

```
32
C4H20HgO7 | the Open Molecules 2025 dataset | wB97M-V/def2-TZVPD
Hg -0.12751 0.42106 -0.16053
C 2.35284 -0.09185 2.79756
C 2.83538 0.02165 1.37472
O 1.98136 0.76416 0.55659
H 2.22370 0.89423 3.23912
H 3.08096 -0.61777 3.43134
H 1.54067 -0.81447 2.93450
H 3.11749 -0.95216 0.95248
H 3.78281 0.57678 1.42431
C -3.88056 -2.00788 -0.99900
C -2.49144 -1.50845 -1.36881
O -2.26872 -0.26604 -0.77154
H -3.99654 -2.21236 0.06146
H -4.04173 -2.92539 -1.57730
H -4.56831 -1.27175 -1.41661
H -2.38946 -1.42240 -2.46078
H -1.76739 -2.27844 -1.04658
O 0.88015 -0.40443 -2.16597
H 0.31108 -0.22250 -2.92552
H 1.47095 -1.10788 -2.46060
O 2.39781 2.71673 -1.37378
H 2.32775 2.01274 -0.68703
H 2.41749 2.23906 -2.20806
O -0.97525 1.69932 1.61199
H -1.13842 1.53240 2.54689
H -1.41205 2.53918 1.42760
O -0.15882 -1.62990 0.98482
H -0.18716 -1.77355 1.93795
H -0.31726 -2.49865 0.59698
O -0.36169 2.55153 -1.18404
H 0.37153 3.19121 -1.23704
H -1.00967 2.84580 -1.83512
```

Löwdin population analysis, charges in e, atoms 1 to 8: 1.164 -0.113 -0.435 -0.402 0.075 0.068 0.043 0.097

***

No. 3
# C4H20N3O5

A 5-piece molecular cluster, C4H20N3O5 overall at a distorted geometry (wB97M-V/def2-TZVPD, the Open Molecules 2025 dataset).

Output
highest occupied orbital energy (alpha / beta): -9.224 / -9.195 eV
spin multiplicity: 2
HOMO-LUMO gap (alpha / beta): 9.640 / 5.156 eV
LUMO level (alpha / beta): 0.01530 / -0.14843 hartree
energy: -19176.3179 eV

```
32
C4H20N3O5 | the Open Molecules 2025 dataset | wB97M-V/def2-TZVPD
C 0.78753 0.50426 2.22943
N 1.63810 -0.23685 1.28493
C 1.22146 -1.59075 0.99154
O 0.36711 -1.74076 -0.01343
C 0.90992 2.00612 1.96270
N 0.01322 2.41451 0.91068
C 0.36509 2.55672 -0.46691
N -0.69117 2.00934 -1.36079
H 1.23094 0.21469 3.19232
H -0.21672 0.07902 2.24058
H 1.93099 0.15179 0.39115
H 0.97309 -2.11990 1.91669
H 2.25388 -1.92214 0.62382
H 1.93186 2.07038 1.58586
H 0.80876 2.71652 2.77960
H -0.96806 2.54789 1.11088
H 1.29409 2.02562 -0.65088
H 0.41485 3.57071 -0.87446
H -0.33551 1.27694 -1.97622
H -1.43079 1.56986 -0.82098
H -2.19203 -0.31392 -2.53531
H -2.09184 -1.24127 -1.36785
O -2.59401 -1.12726 -2.19625
H 0.67960 -1.14280 -1.35426
H 0.04346 -1.14278 -2.73229
O 0.72465 -0.64933 -2.24438
H -1.14565 -3.07963 -2.01950
H -0.53195 -3.31416 -0.69400
O -0.89719 -3.82655 -1.43678
H -1.25741 -0.12313 0.20536
H -1.29150 -1.40095 0.79713
O -1.94479 -0.74219 0.52159
```

Löwdin population analysis, charges in e, atoms 1 to 8: -0.163 0.032 -0.345 -0.117 -0.189 -0.071 -0.292 0.008

***

No. 4
# C4H20NO5

A 5-piece molecular cluster, C4H20NO5 overall at a distorted geometry (wB97M-V/def2-TZVPD, the Open Molecules 2025 dataset).

Output
highest occupied orbital energy (alpha / beta): -2.739 / -11.022 eV
ΔE to the lowest compared entry with this formula, charge and spin: 0.000 eV
spin multiplicity: 2
HOMO-LUMO gap (alpha / beta): 3.109 / 11.276 eV
LUMO level (alpha / beta): 0.01358 / 0.00933 hartree
energy: -16198.0004 eV

```
30
C4H20NO5 | the Open Molecules 2025 dataset | wB97M-V/def2-TZVPD
C 0.41378 2.23268 1.04444
C -0.23901 1.19231 0.16960
C 0.18328 1.32017 -1.28298
C -0.24570 0.15606 -2.18024
O 0.38338 -1.07062 -1.80165
N -1.74953 1.33404 0.27794
H 0.04309 2.24868 2.06991
H 0.35296 3.25001 0.67065
H 1.49276 2.03213 1.13195
H -0.00246 0.20278 0.54089
H -0.13585 2.26837 -1.71951
H 1.28140 1.36590 -1.34740
H -1.32954 0.03992 -2.18872
H 0.08115 0.33442 -3.21133
H -0.17905 -1.56085 -1.18258
H -2.20433 0.44497 -0.03904
H -2.04641 1.51432 1.25617
H -2.12747 2.12013 -0.30008
H -1.82989 -1.85733 0.33560
H -3.17662 -1.89009 -0.39764
O -2.40725 -1.33060 -0.26789
H 1.95080 -1.11726 -0.99970
H 3.50986 -0.80687 -0.92899
O 2.74841 -1.10637 -0.42021
H 2.23501 -1.06187 1.23800
H 2.27796 -1.47321 2.73171
O 1.69175 -1.09609 2.05792
H 0.29472 -2.01696 1.56079
H -0.72243 -3.20643 1.89161
O -0.54478 -2.46232 1.29076
```

Löwdin population analysis, charges in e, atoms 1 to 8: -0.104 -0.401 -0.175 -0.247 -0.094 0.111 0.065 0.071

***

No. 5
# C4H20O6

A 6-piece molecular cluster, C4H20O6 overall (wB97M-V/def2-TZVPD, the Open Molecules 2025 dataset).

Output
highest occupied orbital energy: -10.219 eV
ΔE to the lowest compared entry with this formula, charge and spin: 0.540 eV
spin multiplicity: 1
HOMO-LUMO gap: 10.385 eV
structure (SMILES): CCO.CCO.O.O.O.O
LUMO level: 0.00609 hartree
energy: -16756.7088 eV

```
30
C4H20O6 | the Open Molecules 2025 dataset | wB97M-V/def2-TZVPD
C 2.05043 1.64698 -1.63448
C 0.81574 2.05745 -2.45496
O 1.29018 2.77949 -3.56937
H 2.90172 2.26878 -1.89712
H 2.33308 0.60970 -1.82644
H 1.83802 1.67321 -0.56500
H 0.12061 2.63796 -1.83684
H 0.29071 1.14153 -2.75448
H 0.60052 2.92888 -4.22209
C -1.09992 0.31163 0.98326
C 0.12449 -0.50426 0.75670
O -0.20610 -1.89079 0.89434
H -0.93081 1.37762 0.79933
H -1.42815 0.23669 2.02105
H -1.85811 0.01582 0.25592
H 0.90516 -0.24553 1.47668
H 0.46015 -0.31841 -0.26758
H 0.28349 -2.37303 0.19761
O -1.33319 4.79443 0.22270
H -1.48500 3.97792 -0.26573
H -2.06086 5.37160 -0.03410
O -2.93677 -3.24892 2.04287
H -2.03214 -3.33228 1.70981
H -3.12527 -4.09016 2.47292
O 1.06396 -3.64628 -0.80425
H 0.90210 -3.61115 -1.75502
H 1.68768 -4.37115 -0.68278
O 0.57142 -2.32207 3.61922
H 0.39952 -1.54201 4.15682
H -0.14267 -2.33367 2.96099
```

Löwdin population analysis, charges in e, atoms 1 to 8: -0.081 -0.323 -0.075 0.075 0.066 0.061 0.093 0.105

***

No. 6
# C4H21N2O6S

A 6-piece molecular cluster, C4H21N2O6S overall at a distorted geometry (wB97M-V/def2-TZVPD, the Open Molecules 2025 dataset).

Output
highest occupied orbital energy: -12.874 eV
net charge: +1
ΔE to the lowest compared entry with this formula, charge and spin: 1.297 eV
spin multiplicity: 1
HOMO-LUMO gap: 10.188 eV
LUMO level: -0.09872 hartree
energy: -30583.3592 eV

```
34
C4H21N2O6S | the Open Molecules 2025 dataset | wB97M-V/def2-TZVPD
N 0.41466 -1.52795 0.49691
C -0.14140 -0.08707 0.84564
C 0.91608 0.99906 0.55833
C 1.47906 1.69034 1.78982
S 1.61779 0.56907 3.20899
C -1.33116 0.09556 -0.15831
N -1.74842 1.40144 -0.25315
O -1.86435 -0.79069 -0.78932
H 0.22731 -2.10568 1.31109
H 1.41522 -1.33272 0.29276
H 0.02204 -1.93636 -0.37154
H -0.51046 -0.19971 1.85677
H 0.53001 1.72147 -0.16149
H 1.80457 0.48629 0.20242
H 2.33719 2.31567 1.45636
H 0.92160 2.54097 2.22666
H 2.77972 -0.10045 2.99017
H -2.58685 1.56999 -0.78062
H -1.40613 2.04101 0.45840
H -3.33642 -3.46899 -1.36312
H -2.61286 -2.20848 -1.66213
O -2.68156 -3.13101 -1.99031
H -0.93479 2.24936 -2.51453
H -0.62019 2.23958 -3.96630
O -0.34321 2.67228 -3.14766
H -1.31160 -3.94616 -1.53230
H -0.44027 -5.14683 -1.17883
O -0.51082 -4.18671 -1.00608
H 0.16420 4.76322 -1.11724
H -1.46124 4.31150 -0.99458
O -0.53586 4.16940 -0.83328
H 3.80625 -1.42322 0.17551
H 3.28509 -2.12903 -1.15015
O 3.03696 -1.75561 -0.30062
```

Löwdin population analysis, charges in e, atoms 1 to 8: 0.234 -0.172 -0.212 -0.537 0.770 -0.435 0.178 0.068